Computed, not measured: C8H21BrCaOSi2 as an isolated structure, with the ωB97M-V functional and the def2-TZVPD basis.

Results
- net charge = +2
- molecular weight (u) = 309.4
- HOMO energy (eV) = -15.998
- frontier orbital gap (hartree) = 0.2595
- electronic energy (eV) = -114905.78208

Geometry as XYZ:
```
34
Properties=species:S:1:pos:R:3:forces:R:3
C -3.418253 1.271189 2.544201 0.1 0.0 0.0
C -2.737456 1.210252 1.177109 0.0 0.1 0.0
C -1.809143 -0.014843 0.999703 0.0 0.0 -0.2
C -0.406825 0.349565 0.491236 0.3 0.1 0.5
C 0.480661 0.903335 1.655879 -0.5 -0.5 -0.6
Si 0.589572 -0.914255 -0.519734 -0.2 0.2 -0.2
C 0.489558 -0.402697 -2.330967 0.1 -0.1 0.0
C 1.870611 -0.431667 -3.024715 -0.5 0.0 0.1
C 2.828805 0.713532 -2.717433 0.9 -0.9 -0.7
Br 2.063902 2.395449 -1.880132 0.4 -0.3 -1.1
O 0.156428 -2.463255 -0.304755 0.2 0.1 0.1
Si 0.966789 -3.529886 0.712866 -0.1 -0.1 0.2
H -4.028588 2.168500 2.653477 0.0 -0.1 0.0
H -4.065606 0.404010 2.690505 0.0 0.1 0.0
H -2.679933 1.264138 3.354914 -0.1 0.0 -0.1
H -2.153395 2.138971 1.016797 0.0 -0.1 0.1
H -3.498860 1.212389 0.390402 0.1 0.0 0.1
H -1.701882 -0.515509 1.968080 0.0 -0.1 -0.1
H -2.263001 -0.739685 0.318853 -0.1 0.0 0.1
H -0.514290 1.166183 -0.257416 -0.2 0.0 0.1
H -0.100164 1.234478 2.520757 0.1 0.3 -0.2
H 1.276147 0.237875 2.002612 -0.2 0.0 0.0
H 1.022912 1.712125 1.156873 0.7 0.0 0.9
H 2.001912 -0.731094 -0.061737 0.0 0.1 -0.1
H -0.198552 -1.109963 -2.809826 0.2 0.0 -0.1
H 0.032520 0.584829 -2.468759 0.0 -0.2 0.0
H 2.395921 -1.340190 -2.705598 0.1 0.1 -0.1
H 1.768037 -0.475921 -4.110180 -0.1 0.0 0.1
H 3.240732 1.164794 -3.620653 -0.1 0.1 0.2
H 3.652835 0.447330 -2.057327 -0.3 0.3 0.3
H 0.997489 -2.890936 2.052324 0.0 -0.1 -0.1
H 2.354309 -3.666381 0.233304 0.0 0.0 -0.1
H 0.247202 -4.803989 0.715778 0.0 0.0 0.0
Ca 1.139606 3.451330 0.213561 -0.8 0.8 0.9
```
Positions in Å, forces in eV/Å.